A single C4H7NO molecule, computed with ωB97M-V with the def2-TZVPD basis set.

XYZ file:
```
13
Properties=species:S:1:pos:R:3:forces:R:3
O 1.835994 0.579654 0.471604 0.03 0.34 0.17
C 0.906418 0.235871 -0.506229 0.11 0.05 -0.46
C 0.295084 -1.172913 -0.312360 0.04 0.05 0.34
H 1.335883 0.543200 1.308280 0.13 0.17 -0.19
H 0.316398 -1.721882 -1.268869 -0.54 0.17 0.42
C -1.030836 -0.490998 0.043328 0.01 0.19 0.84
H 1.323575 0.442018 -1.489769 0.22 -0.20 0.05
H 0.747424 -1.799017 0.460041 0.11 0.13 -0.04
H -0.921923 1.678010 -0.900992 0.00 -0.12 0.07
H -1.598665 1.227651 1.270390 0.13 -1.01 -0.04
C -0.501279 0.848970 -0.340962 0.10 0.17 -0.48
H -1.952872 -1.041252 0.200823 -0.29 0.68 -0.63
N -0.755200 0.670693 1.064710 -0.06 -0.62 -0.03
```
Positions in Å, forces in eV/Å.

SMILES = O[C@H]1C[C@H]2N[C@@H]12
relative energy (zero: lowest compared OMol25 entry of this formula, charge and spin) = 3.093 eV
net charge = 0
gap between HOMO and LUMO = 0.3785 Ha
electronic energy = -7796.551 eV
2S+1 = 1